Here is a cluster of 2 separate species, C11H24BF4N2O2P in total from the Open Molecules 2025 dataset. Energies are from ωB97M-V/def2-TZVPD.

max |F| = 0.6 eV Å⁻¹
total charge = -1
2S+1 = 2
orbital gap (spin up / spin down) = 8.08 / 9.50 eV
DFT total energy = -1459.45532 hartree

```
45
C11H24BF4N2O2P | the Open Molecules 2025 dataset | ωB97M-V/def2-TZVPD
C -1.94464 2.98793 0.82300
H 0.57704 -0.46027 -2.32076
F 5.08447 -0.88304 2.22719
H -2.79640 2.44450 1.24769
N -0.71826 2.19508 0.90926
C -2.77119 -1.84272 0.46093
H -2.18687 3.15687 -0.22483
F 5.35888 -1.59317 0.05922
H -2.51864 4.40156 2.38625
H 2.48149 -2.50793 -0.01531
C -0.53576 1.13092 -0.08839
O -0.68970 1.59247 -2.88977
F 6.64932 -2.50487 1.74125
C -1.79911 4.32007 1.57209
C 0.86206 -1.06474 -0.21041
H 0.54212 0.17335 1.49093
H 1.35850 1.99948 -1.62378
H -3.75040 -1.46800 0.15503
H -0.64783 1.78914 1.83333
C -2.01621 -1.74295 -1.90419
H -2.35631 -2.77827 -1.87041
C 0.66034 0.30818 0.41162
H -2.58993 -1.51614 1.48543
H -2.75936 -2.92724 0.41105
H -2.52505 0.53457 0.39619
H 1.57653 0.88603 0.28082
H 1.38837 -2.00958 -2.05727
H -0.80146 4.38191 2.00727
H -0.29711 3.39089 -1.35082
H 2.26195 -0.52237 -1.73104
C -1.79449 0.29035 -0.37503
H 2.70373 -1.02047 0.88083
C -1.70687 -1.25793 -0.47639
H 1.55986 -2.25270 1.47326
C 1.27857 -0.99245 -1.67826
O -0.33985 -3.07528 -0.10600
N -0.40648 -1.80706 -0.03939
H -1.93223 5.17747 0.91522
H -2.22377 0.64201 -1.31511
B 5.38240 -1.99780 1.41242
H -1.14072 -1.71568 -2.54532
F 4.40628 -2.99355 1.61651
P -0.04450 2.03617 -1.62983
C 1.97000 -1.76963 0.59164
H -2.80877 -1.13511 -2.33615
```

Results of the natural (NBO) charge analysis, in e, for atoms 1 through 4:
1 C -0.226
2 H 0.213
3 F -0.587
4 H 0.170


Here is a structure of composition C11H24Br12Cl3N5O11V from the Open Molecules 2025 dataset. Energies are from ωB97M-V/def2-TZVPD.

max |F| = 3.9 eV Å⁻¹
total charge = -1
2S+1 = 3
orbital gap (spin up / spin down) = 7.27 / 9.15 eV
DFT total energy = -34747.39860 hartree

```
67
C11H24Br12Cl3N5O11V | the Open Molecules 2025 dataset | ωB97M-V/def2-TZVPD
H 2.14564 -4.66550 -1.39148
Br -1.57489 3.14526 2.20724
H 3.02400 1.81714 3.59461
Br 5.89972 -1.31445 1.98559
N -2.72108 -4.70511 3.09870
H -3.59306 -3.43802 1.73922
C -1.56768 0.55292 -3.49750
H 1.70658 -1.32258 -3.52654
V -0.94820 -1.26840 -0.88489
H -2.63448 0.51493 -3.65120
Br -2.69131 4.32433 4.85812
C 2.08799 2.32195 3.49971
H -2.13522 -1.94093 4.63758
C -3.11455 -4.38301 1.74223
C -3.09215 4.09399 2.96144
Cl -0.09855 0.43906 0.20985
Br -3.89217 -0.48251 5.48496
Cl -2.93928 -1.59242 -0.40410
Br -0.85847 0.12935 4.92404
C 4.59009 -2.07583 0.83135
H -1.36939 1.47684 -2.92991
Br -2.76136 -0.68868 2.58406
C -2.22496 6.68056 -0.19645
H 1.95861 3.07103 2.73274
C 2.49731 -1.75549 -2.97760
O 1.91816 4.08709 4.99155
N 2.44330 -6.45350 -2.53133
H 1.33850 1.50244 3.35065
O 1.48046 2.10201 5.72892
H 0.05292 2.24663 -1.68709
H 0.35164 0.77582 -4.53560
H -0.94659 0.71998 -5.56903
O 3.95421 -1.85906 -4.80683
C -0.64160 0.28824 -4.64539
C 0.55510 3.22989 -1.99421
O -1.20166 -0.46454 -2.44884
Br 2.27545 2.81659 -2.62815
O -2.74706 7.05626 -2.42428
H 0.82618 -5.08666 -2.49484
C -2.39875 -0.91120 4.41350
N -1.87211 7.20627 -1.57479
Br 2.73559 -1.77103 1.14665
N 3.87206 -1.78141 -3.58551
H -1.50556 7.02816 0.56633
Br -0.45468 4.16120 -3.31670
O -1.84427 -3.92203 3.52398
N 1.75873 2.89816 4.83869
O 4.81264 -1.72462 -2.87745
H -3.21705 5.04127 2.49625
H 1.01363 -6.07674 -1.14324
Br 0.69801 4.36427 -0.38833
H 2.49145 -1.36272 -2.01131
Br 4.91519 -3.90695 0.89953
O -0.78608 7.72822 -1.77696
Br -4.63591 3.08930 2.66436
H -2.22469 -4.22835 1.15846
O 3.01764 -7.30689 -1.86515
Cl 0.02104 -3.06619 -0.27622
H -0.58108 -0.80878 -4.82150
C 1.57708 -5.48580 -1.84354
H -3.24060 6.99438 -0.08810
O -3.19628 -5.58142 3.77880
O 2.51158 -6.33843 -3.72892
H 2.23397 -2.82758 -2.88588
H -2.19449 5.62244 -0.26496
H 4.75252 -1.73517 -0.20077
H -3.61172 -5.19403 1.22547
```

Results of the natural (NBO) charge analysis, in e, for atoms 1 through 4:
1 H 0.252
2 Br 0.094
3 H 0.239
4 Br 0.076


Here is a cluster of 2 separate species, C11H24Cl4NO2P2S in total from the Open Molecules 2025 dataset. Energies are from ωB97M-V/def2-TZVPD.

max |F| = 5.6 eV Å⁻¹
total charge = -1
orbital gap = 6.29 eV
DFT total energy = -3560.24368 hartree

```
45
C11H24Cl4NO2P2S | the Open Molecules 2025 dataset | ωB97M-V/def2-TZVPD
H -1.22551 -2.49549 -1.91974
O 0.59965 1.92124 1.88437
C 4.21525 0.11851 -0.36241
H 2.43254 0.56897 2.01357
H -1.68823 1.42396 2.01419
H 4.51971 1.05167 0.29425
H -2.79015 4.00067 1.51338
H 1.75405 2.38793 -0.59114
H 2.60796 2.39266 1.67066
C 4.12870 -1.19628 0.60975
P -0.20157 -0.54522 2.42716
H -1.26714 3.60996 2.57722
C 1.94127 1.45189 1.40332
H -1.92603 2.82059 -0.51059
H 3.98062 -0.94292 1.74928
S 0.31086 0.15108 4.21363
H 2.30230 -0.36882 -1.70433
C 1.70213 1.26764 -0.20773
H -3.02042 -0.00720 0.99056
C -1.81177 -1.30920 -0.44521
H 5.19426 -1.73000 0.54201
H -2.68219 0.78370 -0.68698
H 0.81216 -1.41035 1.87984
H -2.37917 -3.57887 -0.35927
H -3.03428 -1.92509 -4.15086
C 2.82637 0.51544 -1.13446
Cl -4.93422 -3.03820 -4.99089
C -1.62770 3.86522 1.49345
P -0.68334 1.06206 1.00482
C -1.98396 -2.75615 0.38653
Cl -3.14242 -3.89387 -2.85995
C -1.08136 2.82765 0.33022
H -0.15130 3.35928 -0.16880
Cl 2.88012 -2.47087 0.11256
H 5.09821 -0.01588 -1.15391
O 0.39035 0.56503 -0.27967
N -1.37815 -1.45429 -1.76943
H -1.17502 4.93454 1.21734
C -2.15892 0.16452 0.18309
H -0.90563 -3.09779 0.76079
H 3.13204 1.29946 -1.98152
C -3.27800 -2.96882 -4.36504
H -2.69800 -2.52245 1.27736
Cl -2.13089 -3.57346 -5.57246
H -1.47316 -1.24245 2.66504
```

Results of the natural (NBO) charge analysis, in e, for atoms 1 through 4:
1 H 0.313
2 O -0.827
3 C -0.433
4 H 0.181